Entry 1:
Below is C25H24F3IrN5OS2 as an isolated structure in a non-equilibrium geometry, with properties calculated with ωB97M-V/def2-TZVPD.

The calculation puts the LUMO energy (alpha / beta) at -3.0341 / -4.1460 eV. As for the expectation value of S²: 6.015. For the gap between HOMO and LUMO (alpha / beta), the calculation gives 5.96 / 6.58 eV. The maximum force is 1.3 eV/A. As for the calculated total energy: -2516.097068 a.u.

Structure (ORCA input):
```
! wB97M-V def2-TZVPD RIJCOSX def2/J DEFGRID3
* xyz 1 5
Ir 0.40 1.10 -0.18
O -1.17 0.34 -1.80
N -1.50 1.09 -2.83
C -2.61 0.78 -3.52
C -2.99 1.52 -4.62
C -2.23 2.62 -5.00
C -1.11 2.94 -4.27
C -0.73 2.16 -3.17
S 0.68 2.53 -2.26
H -3.15 -0.08 -3.17
H -3.88 1.22 -5.16
H -2.53 3.21 -5.85
H -0.49 3.79 -4.51
C 4.74 0.42 1.00
C 4.78 1.09 2.21
C 3.74 1.93 2.55
C 2.66 2.08 1.68
N 2.62 1.39 0.53
C 3.64 0.61 0.19
C 1.53 2.97 1.94
C 1.56 3.99 2.89
C 0.45 4.78 3.10
C -0.70 4.58 2.36
C -0.74 3.58 1.40
C 0.36 2.77 1.19
H 5.55 -0.23 0.69
H 5.62 0.95 2.88
H 3.74 2.45 3.50
H 3.55 0.11 -0.77
H 2.46 4.17 3.46
H 0.47 5.54 3.87
H -1.58 5.19 2.52
H -1.65 3.43 0.82
C -3.21 -3.04 2.42
N -2.85 -1.64 2.25
C -2.35 -1.01 1.19
S -1.51 0.45 1.55
N -2.50 -1.39 -0.07
C -3.46 -2.34 -0.58
H -2.86 -3.36 3.40
H -2.73 -3.65 1.66
H -4.29 -3.19 2.38
H -2.78 -1.11 3.11
H -2.00 -0.83 -0.76
H -4.29 -2.46 0.10
H -3.00 -3.32 -0.76
H -3.84 -1.98 -1.53
F 2.07 -5.66 -1.78
C 1.67 -5.25 -0.58
F 2.52 -5.75 0.32
F 0.47 -5.84 -0.34
C 1.54 -3.76 -0.47
C 1.38 -3.16 0.78
C 1.17 -1.80 0.83
N 1.13 -1.02 -0.26
C 1.31 -1.60 -1.46
C 1.50 -2.95 -1.62
H 1.44 -3.74 1.68
H 1.04 -1.30 1.78
H 1.31 -0.94 -2.31
H 1.63 -3.38 -2.59
*
```

These are the natural (NBO) partial charges, in e, on atoms 1 to 8: 1.225 -0.643 0.025 0.032 -0.246 -0.151 -0.217 0.016

=====

Entry 2:
Below is C22H28BaN6Se as an isolated structure in a non-equilibrium geometry, with properties calculated with ωB97M-V/def2-TZVPD.

The calculation puts the LUMO energy (alpha / beta) at -0.5952 / -0.5947 eV. For the energy above the lowest of the compared OMol25 structures with the same formula, charge and spin, the calculation gives 212.8 kJ/mol. For the gap between HOMO and LUMO (alpha / beta), the calculation gives 4.58 / 4.15 eV. The maximum force is 4.5 eV/A. As for the calculated total energy: -3610.483874 a.u.

Structure (ORCA input):
```
! wB97M-V def2-TZVPD RIJCOSX def2/J DEFGRID3
* xyz 0 1
Ba -0.03 -1.36 -0.24
C -0.65 4.43 -1.71
C -1.91 3.63 -1.32
C -3.18 4.09 -1.47
C -4.23 3.15 -1.65
C -3.94 1.81 -1.88
C -2.65 1.32 -1.59
C -2.22 -0.02 -2.06
C -1.75 2.22 -0.97
N -0.67 1.75 -0.27
C -0.39 2.02 0.98
C -1.10 3.07 1.83
C 0.82 1.48 1.64
C 1.50 2.47 2.55
N 1.36 0.33 1.31
C 2.10 -0.47 2.20
C 3.30 -1.19 1.79
C 3.71 -1.49 0.39
C 4.17 -1.56 2.80
C 3.90 -1.45 4.15
C 2.65 -0.90 4.51
C 1.72 -0.51 3.59
C 0.48 0.09 4.08
H -0.52 4.42 -2.83
H 0.16 3.87 -1.31
H -0.68 5.45 -1.26
H -3.39 5.17 -1.53
H -5.23 3.53 -1.65
H -4.65 1.13 -2.34
H -2.84 -0.42 -2.86
H -2.18 -0.77 -1.25
H -1.24 0.08 -2.53
H -2.14 3.12 1.47
H -0.59 4.07 2.05
H -1.17 2.58 2.80
H 2.55 2.15 2.78
H 0.88 2.72 3.39
H 1.60 3.42 2.01
H 3.13 -0.97 -0.39
H 3.57 -2.54 0.14
H 4.76 -1.25 0.21
H 5.05 -2.07 2.52
H 4.62 -1.83 4.93
H 2.45 -0.81 5.56
H 0.12 -0.43 5.02
H -0.33 -0.04 3.30
H 0.57 1.20 4.26
Se -1.82 -0.33 1.99
N -0.83 -6.17 -5.79
C -0.65 -5.55 -4.60
N -0.09 -6.22 -3.57
N -0.98 -4.26 -4.52
C -0.77 -3.61 -3.45
N -0.57 -2.99 -2.46
H -0.98 -7.18 -5.85
H -1.24 -5.55 -6.50
H 0.29 -7.13 -3.67
H 0.15 -5.69 -2.75
*
```

These are the Mulliken partial charges, in e, on atoms 1 to 8: 1.310 -1.292 0.533 -0.348 -0.809 -0.516 0.628 -1.214